Record 1
{"formula": "C8H9IS", "method": "the ωB97M-V functional and the def2-TZVPD basis", "symbols": ["C", "C", "C", "C", "C", "C", "C", "C", "S", "I", "H", "H", "H", "H", "H", "H", "H", "H", "H"], "coordinates": [[-2.684, 0.199, 1.007], [-2.380, 0.877, -0.174], [-1.706, -0.589, 1.603], [-1.058, 0.966, -0.596], [-0.425, -0.701, 1.010], [-0.150, 0.083, -0.078], [2.629, -0.468, -0.148], [1.686, 0.341, -0.951], [1.568, -0.500, -2.535], [2.188, 2.333, -1.115], [-3.682, 0.268, 1.463], [-3.274, 1.501, -0.539], [-1.775, -1.120, 2.639], [-0.661, 1.713, -1.370], [0.459, -1.297, 1.450], [3.473, -0.730, -0.624], [2.915, 0.012, 0.712], [2.153, -1.392, 0.353], [0.723, -1.496, -2.106]], "total_energy_ev": -27374.8532, "lumo_ev": 0.39, "homo_lumo_gap_ev": 9.325}

Record 2
{"formula": "C8H9InNO4", "method": "the ωB97M-V functional and the def2-TZVPD basis", "symbols": ["In", "O", "C", "C", "O", "H", "H", "H", "H", "C", "C", "C", "C", "C", "C", "N", "O", "O", "H", "H", "H", "H", "H"], "coordinates": [[1.811, 3.658, 0.476], [1.142, 1.730, 2.611], [1.518, 1.220, 3.897], [0.813, -0.066, 4.561], [-0.569, -0.038, 4.820], [1.444, 2.076, 4.567], [2.574, 0.950, 3.913], [1.292, -0.271, 5.518], [1.069, -0.974, 4.014], [-1.185, -1.346, -4.097], [-0.259, -0.318, -4.025], [0.128, 0.087, -2.802], [-0.569, -0.359, -1.589], [-1.636, -1.209, -1.711], [-1.937, -1.675, -2.985], [-0.175, 0.297, -0.388], [0.815, 1.031, -0.407], [-0.885, 0.054, 0.544], [-1.498, -1.791, -5.030], [0.155, -0.071, -4.991], [0.916, 0.824, -2.844], [-2.209, -1.468, -0.834], [-2.755, -2.340, -3.218]], "total_energy_ev": -23287.1042, "spin_multiplicity": 2, "lumo_ev": [-1.04, -1.04], "homo_lumo_gap_ev": [5.937, 5.898]}

Record 3
{"formula": "C8H9N2O", "method": "the ωB97M-V functional and the def2-TZVPD basis", "symbols": ["C", "N", "C", "C", "C", "C", "C", "C", "C", "N", "O", "H", "H", "H", "H", "H", "H", "H", "H", "H"], "coordinates": [[1.518, -1.803, -0.199], [0.487, -1.267, -0.667], [-0.301, -0.464, 0.217], [-1.074, -0.972, 1.210], [-1.641, -0.035, 2.098], [-1.505, 1.303, 1.843], [-0.553, 1.855, 0.957], [-0.033, 0.905, 0.055], [0.903, 1.392, -0.913], [1.274, 0.477, -2.088], [1.455, 2.450, -1.070], [1.537, -1.829, 0.924], [2.126, -2.336, -0.796], [-1.064, -1.995, 1.413], [-2.111, -0.441, 2.981], [-2.081, 1.916, 2.462], [-0.427, 2.873, 0.833], [2.294, 0.309, -1.919], [1.146, 0.937, -3.058], [0.670, -0.452, -1.836]], "total_energy_ev": -13461.0216, "lumo_ev": -4.54, "total_charge": 1, "homo_lumo_gap_ev": 9.060}

Record 4
{"formula": "C8H9N2O3", "method": "the ωB97M-V functional and the def2-TZVPD basis", "symbols": ["C", "O", "N", "C", "C", "C", "C", "C", "C", "N", "O", "C", "O", "H", "H", "H", "H", "H", "H", "H", "H", "H"], "coordinates": [[-0.192, -2.588, 3.260], [-0.179, -2.914, 1.844], [-0.185, -1.759, 1.104], [-0.624, -1.593, -0.111], [-0.392, -0.263, -0.738], [-1.060, -0.060, -1.880], [-0.893, 1.092, -2.644], [0.083, 2.013, -2.284], [0.716, 1.895, -1.054], [1.595, 2.837, -0.544], [1.575, 3.984, -0.925], [0.458, 0.767, -0.253], [1.112, 0.630, 0.926], [-1.211, -2.692, 3.695], [0.456, -3.201, 3.844], [0.093, -1.604, 3.485], [-0.836, -2.430, -0.737], [-1.804, -0.823, -2.251], [-1.649, 1.227, -3.464], [0.163, 2.960, -2.869], [1.818, 2.831, 0.478], [0.955, -0.309, 1.117]], "total_energy_ev": -17552.0279, "lumo_ev": -6.99, "total_charge": 1, "homo_lumo_gap_ev": 6.066}

Record 5
{"formula": "C8H9N3", "method": "the ωB97M-V functional and the def2-TZVPD basis", "symbols": ["C", "C", "C", "C", "C", "C", "C", "C", "N", "N", "N", "H", "H", "H", "H", "H", "H", "H", "H", "H"], "coordinates": [[-0.305, 2.373, 1.067], [0.386, 2.657, -0.211], [-0.243, 1.127, 1.602], [0.831, 1.591, -0.996], [0.624, -1.101, 1.502], [0.254, -0.699, -1.547], [0.328, 0.012, 0.862], [0.502, 0.227, -0.542], [0.575, -2.991, -1.511], [-0.113, -2.064, -1.251], [-1.407, -2.161, -0.651], [-0.483, 3.259, 1.643], [0.571, 3.611, -0.592], [-0.702, 0.809, 2.638], [1.274, 1.647, -1.914], [0.549, -1.381, 2.586], [0.246, -0.377, -2.595], [0.934, -1.951, 1.086], [-1.689, -3.152, -0.425], [-2.133, -1.436, -0.750]], "total_energy_ev": -12906.2835, "lumo_ev": -0.45, "homo_lumo_gap_ev": 7.314}

Record 6
{"formula": "C8H9N3O", "method": "the ωB97M-V functional and the def2-TZVPD basis", "symbols": ["C", "C", "C", "C", "C", "C", "O", "N", "N", "C", "C", "N", "H", "H", "H", "H", "H", "H", "H", "H", "H"], "coordinates": [[1.913, -3.001, -0.144], [2.437, -1.871, -0.598], [1.536, -0.576, -0.531], [0.243, -0.446, -0.026], [-0.352, 0.849, 0.169], [-1.876, 0.969, 0.325], [-2.423, 1.756, -0.479], [-2.581, 0.052, 1.088], [-2.008, -1.229, 1.577], [0.386, 1.970, -0.212], [1.644, 1.756, -0.854], [2.221, 0.515, -0.945], [0.888, -3.068, 0.242], [2.461, -3.927, -0.106], [3.438, -1.821, -0.971], [-0.429, -1.365, -0.032], [-3.546, 0.333, 1.145], [-2.839, -1.886, 1.383], [-1.699, -1.096, 2.628], [-0.156, 2.876, -0.099], [2.262, 2.648, -1.178]], "total_energy_ev": -14956.9216, "lumo_ev": 0.46, "homo_lumo_gap_ev": 9.398}

Record 7
{"formula": "C8H9N4O2", "method": "the ωB97M-V functional and the def2-TZVPD basis", "symbols": ["C", "C", "C", "C", "C", "C", "C", "C", "N", "N", "N", "N", "O", "O", "H", "H", "H", "H", "H", "H", "H", "H", "H"], "coordinates": [[-2.117, -2.338, -0.049], [-0.740, -2.704, -0.037], [-2.518, -0.984, -0.124], [0.198, -1.674, 0.062], [-1.587, 0.087, 0.094], [-0.276, -0.340, 0.177], [1.892, 1.370, 1.175], [1.588, 1.372, -1.173], [1.604, -1.723, 0.078], [2.231, -0.702, 0.006], [-1.939, 1.503, 0.042], [1.515, 0.567, 0.011], [-0.982, 2.257, 0.160], [-3.064, 1.798, -0.133], [-2.787, -3.198, -0.022], [-0.391, -3.720, -0.020], [-3.608, -0.770, -0.116], [1.810, 2.478, 0.989], [1.370, 1.157, 2.107], [2.964, 1.024, 1.361], [1.681, 0.592, -2.134], [0.713, 1.996, -1.252], [2.439, 1.952, -1.202]], "total_energy_ev": -18479.7042, "spin_multiplicity": 3, "lumo_ev": [-5.39, -7.74], "total_charge": 1, "homo_lumo_gap_ev": [6.381, 6.582]}

Record 8
{"formula": "C8H9NO2", "method": "the ωB97M-V functional and the def2-TZVPD basis", "symbols": ["C", "C", "C", "C", "C", "C", "C", "N", "C", "O", "O", "H", "H", "H", "H", "H", "H", "H", "H", "H"], "coordinates": [[-2.266, 1.722, -0.622], [-1.157, 0.844, -0.126], [-0.085, 0.743, -1.188], [1.014, 0.080, -0.856], [1.053, -0.590, 0.428], [2.064, -1.845, 0.441], [1.233, 0.300, 1.587], [1.175, 0.923, 2.548], [-0.660, -1.344, 0.648], [-0.787, -2.488, 0.821], [-1.544, -0.464, 0.299], [-1.908, 2.417, -1.417], [-2.602, 2.414, 0.102], [-3.096, 1.035, -1.123], [-0.591, 1.274, 0.717], [-0.313, 1.334, -2.192], [1.890, -0.005, -1.544], [2.291, -2.082, 1.460], [2.913, -1.716, -0.100], [1.377, -2.553, 0.118]], "total_energy_ev": -14024.2621, "lumo_ev": 0.57, "homo_lumo_gap_ev": 10.368}

Record 9
{"formula": "C8H9NO2", "method": "the ωB97M-V functional and the def2-TZVPD basis", "symbols": ["C", "C", "C", "C", "C", "C", "C", "C", "H", "H", "H", "H", "H", "H", "H", "H", "H", "N", "O", "O"], "coordinates": [[-2.876, -0.366, 1.096], [-0.865, 0.401, 0.052], [-1.352, 1.679, -0.112], [-0.144, 2.580, -0.276], [1.105, 2.258, -0.692], [1.317, 0.819, -0.922], [0.485, -0.142, -0.250], [1.227, -1.411, -0.051], [-2.515, -0.328, 2.562], [-3.607, -1.481, 0.424], [-3.267, 0.831, 0.609], [-0.912, -1.637, 0.895], [-2.359, 1.959, 0.255], [-0.427, 3.612, -0.058], [1.975, 3.058, -0.233], [2.230, 0.296, -1.138], [1.298, -3.230, 1.163], [-1.651, -0.856, 0.097], [0.706, -2.548, 0.508], [2.515, -1.452, -0.286]], "total_energy_ev": -14016.6331, "lumo_ev": -0.39, "homo_lumo_gap_ev": 8.313}

Record 10
{"formula": "C8H9NO2", "method": "the ωB97M-V functional and the def2-TZVPD basis", "symbols": ["C", "C", "O", "N", "C", "C", "C", "C", "C", "O", "C", "H", "H", "H", "H", "H", "H", "H", "H", "H"], "coordinates": [[-2.795, 1.134, -0.046], [-2.599, -0.351, 0.034], [-3.478, -1.201, -0.230], [-1.312, -0.739, 0.219], [-0.062, -0.084, 0.109], [0.088, 1.294, 0.109], [1.402, 1.788, -0.027], [2.492, 0.937, -0.135], [2.329, -0.418, -0.012], [3.431, -1.248, -0.046], [1.019, -0.970, 0.001], [-2.515, 1.548, 0.950], [-3.909, 1.350, -0.194], [-2.076, 1.666, -0.745], [-1.373, -1.784, 0.286], [-0.803, 1.866, 0.281], [1.573, 2.826, -0.110], [3.485, 1.466, -0.158], [3.063, -2.127, 0.130], [0.868, -2.031, 0.040]], "total_energy_ev": -14026.6701, "lumo_ev": 0.64, "homo_lumo_gap_ev": 9.353}

Record 11
{"formula": "C8H9NO2", "method": "the ωB97M-V functional and the def2-TZVPD basis", "symbols": ["C", "C", "C", "C", "C", "C", "C", "C", "N", "O", "O", "H", "H", "H", "H", "H", "H", "H", "H", "H"], "coordinates": [[2.692, 0.076, 1.498], [2.416, -1.450, -0.887], [1.497, 0.558, -1.709], [0.955, 0.757, -0.324], [1.592, -0.124, 0.703], [0.103, -0.216, 0.417], [-0.857, 0.475, 1.422], [-0.349, -1.563, -0.112], [3.775, 0.130, 1.962], [2.820, -2.525, -0.816], [2.297, -0.573, -1.818], [0.702, 0.358, -2.421], [2.072, 1.491, -2.121], [1.016, 1.803, -0.113], [-1.464, -0.215, 1.906], [-1.488, 1.190, 0.725], [-0.322, 1.153, 2.249], [-1.478, -1.501, 0.070], [0.094, -2.491, 0.309], [-0.187, -1.753, -1.326]], "total_energy_ev": -14022.2078, "lumo_ev": 0.35, "homo_lumo_gap_ev": 9.127}

Record 12
{"formula": "C8H9NO2", "method": "the ωB97M-V functional and the def2-TZVPD basis", "symbols": ["C", "C", "C", "C", "C", "C", "C", "C", "N", "O", "O", "H", "H", "H", "H", "H", "H", "H", "H", "H"], "coordinates": [[-0.525, -0.142, -0.218], [-0.788, 0.350, 1.175], [-1.737, -0.524, 0.605], [-0.831, 1.865, 1.105], [-0.642, 1.056, -1.108], [-0.891, 1.186, -2.405], [0.446, -1.196, -0.738], [0.263, -0.470, 2.690], [-0.927, 2.165, -0.197], [-2.730, -1.163, 0.742], [-0.969, 2.545, 2.073], [-1.046, 2.244, -2.751], [-1.054, 0.301, -2.911], [1.003, -1.776, 0.051], [1.201, -0.729, -1.275], [0.095, -2.060, -1.307], [1.164, -0.463, 2.141], [-0.254, -1.445, 2.569], [-0.101, 0.280, 3.458], [-1.013, 3.160, -0.530]], "total_energy_ev": -14022.7333, "lumo_ev": 0.21, "homo_lumo_gap_ev": 8.802}